C19H23N3OS in the gas phase at a distorted geometry, computed with wB97M-V/def2-TZVPD.

Structure (XYZ):
```
47
Properties=species:S:1:pos:R:3
C 4.994 0.748 0.098
C 4.561 1.473 -0.916
C 3.270 1.254 -1.654
N 2.598 0.025 -1.315
C 1.601 -0.025 -0.403
N 1.047 1.140 -0.040
C 0.034 1.087 0.796
N -0.485 0.034 1.370
C 0.044 -1.136 1.010
C 1.089 -1.235 0.106
C 1.582 -2.618 -0.186
C 1.823 -3.335 1.149
C 0.569 -3.359 2.041
C -0.530 -2.395 1.565
H -1.104 -2.868 0.763
H -1.217 -2.155 2.374
H 0.852 -3.091 3.059
H 0.152 -4.366 2.074
H 2.629 -2.812 1.668
H 2.166 -4.353 0.956
H 2.504 -2.616 -0.771
H 0.825 -3.160 -0.760
S -0.765 2.697 1.137
O -1.787 2.470 2.153
C -1.659 2.677 -0.528
C -2.074 1.297 -0.878
C -1.402 0.576 -1.859
C -1.715 -0.749 -2.096
C -2.705 -1.389 -1.361
C -3.382 -0.662 -0.389
C -3.074 0.662 -0.148
H -3.585 1.204 0.632
H -4.151 -1.146 0.195
C -3.049 -2.824 -1.626
H -2.186 -3.371 -2.001
H -3.836 -2.886 -2.379
H -3.413 -3.310 -0.723
H -1.176 -1.296 -2.858
H -0.617 1.053 -2.429
H -2.503 3.349 -0.380
H -0.951 3.095 -1.239
H 3.116 -0.823 -1.483
H 3.465 1.264 -2.733
H 2.579 2.068 -1.417
H 5.140 2.310 -1.281
H 5.926 0.963 0.591
H 4.432 -0.082 0.494
```

Computed properties:
Kohn-Sham gap: 9.0 eV
net charge: 0
ΔE to the lowest compared entry with this formula, charge and spin: 148.50 kJ/mol
2S+1: 1

---

C19H23N5O3 in the gas phase at a distorted geometry, computed with wB97M-V/def2-TZVPD.

Structure (XYZ):
```
50
Properties=species:S:1:pos:R:3
O -3.166 1.746 4.723
N -2.864 -2.047 0.982
N -1.010 0.109 1.057
N 1.730 0.959 -1.825
O 0.500 4.222 4.175
O 3.778 1.458 -3.581
C -3.022 0.841 3.909
C -1.968 -1.817 0.027
C 0.910 0.530 -0.829
C -1.092 -0.704 0.022
C -2.823 -1.186 2.003
C -1.877 -0.109 2.074
C 1.672 0.365 -3.036
C 0.672 -0.555 -3.341
C -0.289 -0.926 -2.377
C -0.178 -0.421 -1.101
N -3.763 -1.377 2.966
N -1.868 0.822 3.108
C -4.095 -0.283 3.863
C 2.131 1.530 -5.225
C 3.297 -0.569 -4.725
C 0.961 2.914 4.635
C 0.013 4.218 2.834
C -0.205 1.934 4.652
C -1.174 3.224 2.710
C 2.697 0.685 -4.103
C -0.772 1.826 3.193
H 3.540 1.762 -2.680
H -1.873 -2.563 -0.754
H 1.106 0.974 0.175
H 0.671 -1.022 -4.325
H -1.091 -1.615 -2.664
H -4.450 -2.055 2.679
H -4.214 -0.676 4.888
H -5.034 0.193 3.590
H 1.787 2.491 -4.896
H 2.909 1.673 -6.022
H 1.239 1.027 -5.610
H 3.538 -1.318 -3.956
H 4.264 -0.358 -5.163
H 2.645 -0.990 -5.521
H 1.730 2.557 3.936
H 1.383 2.927 5.633
H -0.333 5.212 2.550
H 0.771 3.919 2.121
H 0.095 0.986 5.010
H -0.971 2.305 5.377
H -1.607 3.172 1.723
H -1.979 3.587 3.334
H 0.110 1.502 2.648
```

Computed properties:
Kohn-Sham gap: 8.0 eV
net charge: 0
ΔE to the lowest compared entry with this formula, charge and spin: 189.66 kJ/mol
SMILES: CC(C)(O)c1ccc(-c2cnc3c(n2)N(C2CCOCC2)C(=O)CN3)cn1
2S+1: 1

---

A molecular structure, C19H23N6O3PdS2 at a distorted geometry, computed with wB97M-V/def2-TZVPD.

Structure (XYZ):
```
54
Properties=species:S:1:pos:R:3
Pd -0.334 1.471 0.692
N -0.339 -5.573 -3.619
C 0.087 -4.288 -3.262
C -0.058 -3.228 -4.154
C 0.312 -1.946 -3.786
C 0.832 -1.707 -2.520
C 1.006 -2.766 -1.636
C 0.629 -4.046 -2.002
S 1.373 -0.093 -2.081
O 2.410 -0.270 -1.090
O 1.692 0.543 -3.335
N 0.204 0.698 -1.347
C -1.019 0.913 -1.924
N -1.405 0.440 -3.112
C -2.667 0.695 -3.443
C -3.554 1.406 -2.647
C -3.037 1.882 -1.449
N -1.787 1.662 -1.109
H -0.360 -5.752 -4.610
H 0.090 -6.324 -3.103
H -0.465 -3.412 -5.142
H 0.201 -1.117 -4.469
H 1.458 -2.584 -0.675
H 0.761 -4.867 -1.306
H -2.991 0.308 -4.404
H -4.578 1.580 -2.940
H -3.634 2.457 -0.748
C 3.145 5.474 3.993
C 2.552 4.417 3.107
C 3.353 3.617 2.290
C 2.710 2.644 1.550
N 1.396 2.499 1.622
C 0.687 3.329 2.406
S -1.004 2.962 2.278
N 1.228 4.287 3.174
H 4.149 5.758 3.675
H 3.205 5.103 5.018
H 2.500 6.351 3.998
H 4.424 3.748 2.235
H 3.236 1.962 0.891
C -0.596 -0.496 3.412
C -1.273 -0.974 2.128
C -2.512 -1.796 2.491
C -0.317 -1.836 1.326
O -1.728 0.099 1.374
H -0.276 -1.336 4.037
H -1.286 0.132 3.979
H 0.285 0.110 3.176
H -2.255 -2.679 3.084
H -3.016 -2.122 1.578
H -3.207 -1.179 3.063
H 0.050 -2.690 1.909
H 0.550 -1.252 0.992
H -0.827 -2.212 0.436
```

Computed properties:
Kohn-Sham gap (spin up / spin down): 7.0 / 7.0 eV
net charge: -1
ΔE to the lowest compared entry with this formula, charge and spin: 52.47 kJ/mol
2S+1: 1

---

A molecular structure, C19H24BF4IrN8OS2 at a distorted geometry, computed with wB97M-V/def2-TZVPD.

Structure (XYZ):
```
60
Properties=species:S:1:pos:R:3
Ir 11.693 7.683 12.196
N 11.442 10.986 14.470
C 11.152 11.845 13.390
C 11.279 13.228 13.215
C 10.669 13.719 12.072
C 10.049 12.896 11.085
C 9.993 11.513 11.269
C 10.585 10.938 12.361
N 10.792 9.552 12.813
C 11.184 9.679 14.118
C 11.418 8.493 14.900
C 11.512 8.258 16.270
S 11.844 6.619 16.632
C 12.076 6.292 14.951
N 11.809 7.267 14.112
H 11.922 11.148 15.350
H 11.830 13.816 13.916
H 10.604 14.791 11.907
H 9.579 13.279 10.186
H 9.475 10.914 10.559
H 11.292 8.998 17.044
H 12.552 5.353 14.700
C 12.667 9.853 7.461
C 12.704 8.500 8.045
N 13.336 7.521 7.437
N 13.245 6.444 8.207
C 12.592 6.729 9.353
S 12.627 6.102 10.994
N 12.116 7.973 9.216
N 11.613 8.695 10.382
H 12.917 9.728 6.397
H 13.415 10.510 8.003
H 11.685 10.295 7.586
H 13.694 5.555 7.869
H 10.561 8.880 10.247
H 12.208 9.530 10.523
O 8.725 9.212 9.912
C 7.700 8.808 10.531
C 6.487 9.688 10.545
C 5.546 9.945 11.756
C 4.957 8.694 12.410
C 5.948 7.562 12.669
C 6.503 6.824 11.467
N 7.674 7.480 10.922
H 5.906 9.368 9.646
H 6.874 10.634 10.274
H 4.779 10.596 11.380
H 6.152 10.521 12.519
H 4.151 8.246 11.831
H 4.468 8.948 13.329
H 5.421 6.732 13.203
H 6.733 7.862 13.353
H 5.752 6.705 10.695
H 6.941 5.875 11.773
H 8.266 6.963 10.264
F 16.493 9.180 12.443
B 15.149 8.922 12.241
F 15.054 7.506 11.818
F 14.327 9.051 13.374
F 14.638 9.859 11.183
```

Computed properties:
Kohn-Sham gap (spin up / spin down): 5.2 / 5.5 eV
net charge: +2
ΔE to the lowest compared entry with this formula, charge and spin: 359.38 kJ/mol
2S+1: 5

---

A molecular structure, C19H24Br21F5N2OP at a distorted geometry, computed with wB97M-V/def2-TZVPD.

Structure (XYZ):
```
73
Properties=species:S:1:pos:R:3
C -1.207 -1.713 -3.429
C -0.639 -0.491 -2.724
O 0.812 -0.654 -2.492
C 1.306 0.009 -1.450
C 1.112 -0.418 -0.124
P 0.195 -1.911 0.387
C 0.151 -3.170 -0.957
C 1.310 -2.749 1.620
C 0.667 -2.920 3.010
C 1.616 0.458 0.858
C 1.416 0.284 2.322
C 2.311 1.602 0.409
N 2.556 1.918 -0.823
N 2.030 1.106 -1.743
C 2.318 1.518 -3.146
F 2.668 0.468 -3.856
F 3.347 2.346 -3.094
C 1.117 2.316 -3.799
F 1.540 3.484 -4.215
F 0.639 1.658 -4.832
F 0.165 2.521 -2.901
H -0.448 -2.480 -3.552
H -2.061 -2.114 -2.890
H -1.536 -1.446 -4.429
H -0.756 0.350 -3.397
H -1.140 -0.259 -1.786
H 0.377 -4.118 -0.474
H 0.864 -3.026 -1.761
H -0.869 -3.240 -1.320
H 1.621 -3.702 1.204
H 2.232 -2.179 1.713
H -0.373 -2.600 3.037
H 0.697 -3.973 3.279
H 1.243 -2.400 3.771
H 0.520 -0.288 2.548
H 1.319 1.254 2.815
H 2.270 -0.224 2.769
H 2.693 2.293 1.149
C -3.872 -0.290 1.399
Br -4.137 -0.444 3.293
Br -2.186 0.544 1.003
Br -4.037 -1.992 0.510
H -4.646 0.356 1.010
C 2.571 -1.531 -7.452
Br 1.521 -1.492 -5.835
Br 4.411 -1.938 -7.078
Br 1.818 -2.725 -8.751
H 2.539 -0.536 -7.872
C 3.164 -6.866 2.719
Br 4.097 -8.169 1.667
Br 3.973 -5.124 2.568
Br 1.289 -6.805 2.278
H 3.241 -7.165 3.754
C -0.082 2.948 5.524
Br 1.610 3.070 4.599
Br -1.267 1.678 4.686
Br 0.152 2.560 7.381
H -0.549 3.921 5.455
C -3.314 4.632 2.475
Br -3.701 6.465 2.068
Br -4.774 3.473 1.995
Br -1.662 4.059 1.667
H -3.186 4.555 3.546
C -1.508 1.795 -7.735
Br -2.082 0.120 -6.976
Br -0.200 1.514 -9.116
Br -2.993 2.841 -8.352
H -1.024 2.353 -6.947
C -3.385 4.110 9.072
Br -5.132 4.705 9.600
Br -3.470 2.485 8.044
Br -2.425 5.491 8.129
H -2.831 3.892 9.973
```

Computed properties:
Kohn-Sham gap: 7.0 eV
net charge: +1
2S+1: 1

---

A molecular structure, C19H24ClIN7O6Ti, computed with wB97M-V/def2-TZVPD.

Structure (XYZ):
```
59
Properties=species:S:1:pos:R:3
Ti 0.923 0.700 0.384
O -0.624 1.784 1.750
C -0.898 3.154 1.422
C -0.753 3.319 -0.072
N 0.557 2.782 -0.482
C 1.671 3.625 0.015
C 2.282 3.074 1.299
O 2.922 3.756 2.046
O 2.046 1.780 1.464
C 0.655 2.614 -1.939
C 1.801 1.654 -2.211
O 2.374 1.595 -3.265
O 2.089 0.910 -1.157
H -1.431 1.258 1.603
H -0.179 3.758 1.975
H -1.899 3.427 1.755
H -0.854 4.368 -0.366
H -1.526 2.742 -0.582
H 1.352 4.657 0.168
H 2.473 3.636 -0.724
H 0.813 3.562 -2.456
H -0.259 2.153 -2.315
C 0.763 -3.394 4.289
N 0.483 -2.032 3.848
C -0.015 -1.058 4.813
C 0.749 -1.617 2.597
N 0.717 -0.383 2.214
N 1.057 -2.611 1.685
C 1.644 -2.389 0.461
N 2.014 -3.515 -0.195
N 1.788 -1.201 -0.007
H 0.751 -3.414 5.374
H 1.755 -3.715 3.969
H 0.011 -4.105 3.936
H -0.396 -1.589 5.679
H -0.834 -0.483 4.381
H 0.773 -0.376 5.141
H 0.616 0.279 2.972
H 0.823 -3.559 1.922
H 2.223 -4.356 0.314
H 2.464 -3.415 -1.089
H 2.284 -1.145 -0.891
Cl -4.800 -2.111 -3.909
C -3.575 -1.444 -2.886
C -3.872 -1.171 -1.587
C -2.886 -0.628 -0.737
I -3.417 -0.281 1.248
C -1.614 -0.353 -1.175
O -0.675 0.146 -0.379
C -1.298 -0.649 -2.546
N -0.036 -0.380 -2.959
C 0.277 -0.622 -4.207
C -0.627 -1.164 -5.143
C -1.899 -1.448 -4.742
C -2.278 -1.191 -3.405
H -4.863 -1.374 -1.207
H 1.289 -0.362 -4.502
H -0.307 -1.339 -6.160
H -2.624 -1.861 -5.429
```

Computed properties:
Kohn-Sham gap: 7.7 eV
net charge: +1
ΔE to the lowest compared entry with this formula, charge and spin: 0.00 kJ/mol
2S+1: 1

---

A molecular structure, C19H24IrN4O3 at a distorted geometry, computed with wB97M-V/def2-TZVPD.

Structure (XYZ):
```
51
Properties=species:S:1:pos:R:3
Ir -0.171 -0.372 -0.704
C -4.393 -1.600 -1.350
O -4.967 -0.370 -0.909
C -4.274 0.761 -0.674
C -5.031 1.866 -0.410
C -4.438 3.105 -0.162
C -3.073 3.241 -0.179
C -2.246 2.144 -0.417
C -0.819 2.417 -0.401
N 0.099 1.559 -0.568
N 1.430 1.989 -0.505
C 2.243 0.967 -0.607
O 1.853 -0.272 -0.735
C 3.704 1.229 -0.554
C 4.590 0.159 -0.554
C 5.956 0.388 -0.475
C 6.435 1.688 -0.401
C 5.551 2.759 -0.408
C 4.186 2.532 -0.483
C -2.838 0.861 -0.660
O -2.148 -0.229 -0.878
H -5.244 -2.243 -1.549
H -3.771 -2.048 -0.576
H -3.814 -1.465 -2.262
H -6.107 1.744 -0.413
H -5.062 3.966 0.039
H -2.617 4.209 -0.009
H -0.481 3.437 -0.232
H 4.202 -0.849 -0.621
H 6.646 -0.445 -0.474
H 7.500 1.868 -0.343
H 5.928 3.773 -0.357
H 3.486 3.356 -0.494
N -0.015 -0.258 1.506
C 0.678 -1.386 2.186
C -0.251 -2.569 2.416
C -0.964 -3.032 1.156
C -0.006 -3.379 0.028
N -0.269 -2.482 -1.126
H 0.538 0.590 1.616
H -0.920 -0.093 1.942
H 1.074 -1.073 3.152
H 1.529 -1.646 1.560
H -1.007 -2.301 3.159
H 0.340 -3.376 2.853
H -1.617 -2.225 0.811
H -1.611 -3.877 1.391
H -0.095 -4.425 -0.263
H 1.030 -3.211 0.316
H -1.172 -2.719 -1.532
H 0.426 -2.663 -1.847
```

Computed properties:
Kohn-Sham gap: 5.8 eV
net charge: +1
ΔE to the lowest compared entry with this formula, charge and spin: 0.00 kJ/mol
2S+1: 1

---

C19H24N2O2 in the gas phase at a distorted geometry, computed with wB97M-V/def2-TZVPD.

Structure (XYZ):
```
47
Properties=species:S:1:pos:R:3
O 3.436 2.900 -4.764
N 1.719 3.381 -3.468
O 3.117 1.599 -2.904
C 2.820 2.600 -3.755
C 1.328 2.915 -2.352
C -2.944 -2.289 4.288
C -3.549 -1.417 3.389
C -1.594 -2.537 4.248
C -2.743 -0.824 2.428
C -0.786 -1.920 3.306
C -1.361 -1.050 2.379
N 1.757 0.189 0.628
C 0.404 4.985 -1.120
C 0.140 3.530 -1.615
C 0.708 -2.235 3.359
C -0.513 -0.383 1.322
C 1.796 -0.523 -0.660
C 2.152 1.561 0.703
C 1.330 0.373 -1.828
C 2.919 1.986 -0.536
C 1.477 -1.755 2.101
C 2.133 1.721 -1.862
C 0.985 -0.341 1.751
H -3.518 -2.822 5.037
H -4.634 -1.188 3.448
H -1.214 -3.221 5.034
H -3.214 -0.188 1.715
H -0.522 5.413 -0.718
H 1.154 5.011 -0.349
H 0.757 5.599 -1.926
H -0.699 3.630 -2.311
H -0.125 2.865 -0.836
H 0.847 -3.305 3.474
H 1.153 -1.689 4.223
H -0.918 0.642 1.164
H -0.681 -0.979 0.407
H 1.156 -1.444 -0.667
H 2.834 -0.815 -0.909
H 1.280 2.213 0.849
H 2.810 1.716 1.571
H 1.474 -0.147 -2.766
H 0.242 0.557 -1.729
H 3.860 1.430 -0.568
H 3.196 3.061 -0.479
H 2.545 -1.762 2.264
H 1.287 -2.477 1.275
H 1.074 0.305 2.629
```

Computed properties:
Kohn-Sham gap: 8.6 eV
net charge: 0
ΔE to the lowest compared entry with this formula, charge and spin: 116.91 kJ/mol
SMILES: CCC1=NC(=O)OC12CCN([C@@H]1CCc3ccccc3C1)CC2
2S+1: 1